{"formula": "C66H122B7F28N11O10", "method": "ωB97M-V/def2-TZVPD", "total_charge": 4, "de_lowest_kj_mol": 0.0, "total_energy_ha": -6913.25877, "orbital_gap_ev": 6.925, "mol_weight_g_mol": 1837.40, "species": ["C", "O", "C", "C", "N", "H", "H", "C", "C", "O", "C", "H", "H", "H", "H", "H", "H", "H", "H", "H", "H", "H", "H", "H", "H", "C", "O", "C", "C", "N", "H", "H", "C", "C", "O", "C", "H", "H", "H", "H", "H", "H", "H", "H", "H", "H", "H", "H", "H", "H", "C", "O", "C", "C", "N", "H", "H", "C", "C", "O", "C", "H", "H", "H", "H", "H", "H", "H", "H", "H", "H", "H", "H", "H", "H", "C", "O", "C", "C", "N", "H", "H", "C", "C", "O", "C", "H", "H", "H", "H", "H", "H", "H", "H", "H", "H", "H", "H", "H", "H", "C", "O", "C", "C", "N", "H", "H", "C", "C", "O", "C", "H", "H", "H", "H", "H", "H", "H", "H", "H", "H", "H", "H", "H", "H", "C", "N", "C", "C", "C", "C", "C", "C", "C", "C", "N", "C", "C", "C", "H", "H", "H", "H", "H", "H", "H", "H", "H", "H", "H", "H", "H", "H", "C", "N", "C", "C", "C", "C", "C", "C", "C", "C", "N", "C", "C", "C", "H", "H", "H", "H", "H", "H", "H", "H", "H", "H", "H", "H", "H", "H", "C", "N", "C", "C", "C", "C", "C", "C", "C", "C", "N", "C", "C", "C", "H", "H", "H", "H", "H", "H", "H", "H", "H", "H", "H", "H", "H", "H", "B", "F", "F", "F", "F", "B", "F", "F", "F", "F", "B", "F", "F", "F", "F", "B", "F", "F", "F", "F", "B", "F", "F", "F", "F", "B", "F", "F", "F", "F", "B", "F", "F", "F", "F"], "coordinates": [[-2.044, 2.219, -1.638], [-0.698, 1.987, -2.128], [0.261, 2.321, -1.205], [1.345, 1.296, -1.407], [0.756, -0.081, -1.374], [0.158, -0.186, -2.201], [1.470, -0.799, -1.526], [-0.147, -0.534, -0.263], [0.556, -1.023, 0.994], [1.363, 0.050, 1.498], [0.628, 0.873, 2.409], [-2.302, 1.653, -0.768], [-2.722, 1.886, -2.411], [-2.200, 3.283, -1.430], [-0.094, 2.178, -0.171], [0.722, 3.314, -1.316], [2.222, 1.301, -0.670], [1.882, 1.384, -2.336], [-0.739, -1.331, -0.676], [-0.826, 0.237, -0.004], [1.287, -1.872, 0.782], [-0.241, -1.401, 1.624], [0.565, 0.433, 3.365], [-0.421, 0.919, 1.987], [1.130, 1.889, 2.519], [-0.489, -7.314, 0.632], [0.339, -6.433, 1.391], [-0.099, -5.022, 1.245], [0.720, -4.243, 2.265], [0.874, -5.060, 3.503], [1.076, -6.006, 3.257], [1.602, -4.624, 4.058], [-0.309, -5.137, 4.474], [0.207, -5.938, 5.689], [0.733, -7.201, 5.265], [-0.270, -8.230, 5.337], [-0.303, -7.267, -0.403], [-1.562, -7.169, 0.851], [-0.179, -8.290, 0.986], [-1.206, -5.010, 1.550], [0.040, -4.708, 0.178], [0.343, -3.310, 2.625], [1.749, -4.117, 1.891], [-1.135, -5.785, 4.044], [-0.559, -4.148, 4.792], [-0.583, -6.048, 6.468], [1.039, -5.403, 6.110], [-1.135, -8.101, 4.604], [-0.737, -8.227, 6.349], [0.359, -9.127, 5.175], [-8.023, 3.038, 1.975], [-6.894, 2.280, 1.588], [-7.343, 1.109, 0.930], [-6.300, 0.018, 0.887], [-5.760, -0.204, 2.299], [-4.726, -0.367, 2.297], [-5.804, 0.697, 2.770], [-6.445, -1.238, 3.145], [-6.986, -0.605, 4.391], [-8.061, 0.226, 4.069], [-9.158, 0.203, 4.993], [-8.701, 2.436, 2.524], [-8.614, 3.328, 1.070], [-7.756, 3.988, 2.491], [-7.651, 1.299, -0.111], [-8.236, 0.806, 1.515], [-5.504, 0.506, 0.277], [-6.546, -0.880, 0.383], [-5.765, -1.976, 3.476], [-7.199, -1.614, 2.488], [-6.208, -0.067, 4.865], [-7.291, -1.447, 5.084], [-8.858, 0.541, 5.980], [-9.553, -0.824, 5.037], [-9.918, 0.932, 4.568], [-5.048, -8.971, -6.155], [-4.013, -7.993, -5.748], [-3.186, -7.366, -6.724], [-2.293, -6.329, -6.080], [-1.543, -6.970, -4.940], [-2.227, -7.579, -4.474], [-0.803, -7.610, -5.328], [-0.798, -6.035, -3.944], [0.518, -5.683, -4.648], [0.825, -6.945, -5.313], [2.056, -6.838, -5.954], [-5.125, -9.711, -5.422], [-4.808, -9.357, -7.183], [-6.009, -8.441, -6.354], [-3.688, -6.856, -7.544], [-2.528, -8.050, -7.215], [-2.850, -5.492, -5.767], [-1.624, -5.860, -6.789], [-0.657, -6.661, -3.057], [-1.446, -5.187, -3.773], [1.274, -5.390, -3.941], [0.277, -4.961, -5.504], [2.541, -7.797, -6.132], [2.750, -6.300, -5.290], [1.896, -6.229, -6.872], [10.408, -0.543, -0.885], [9.037, -0.425, -0.757], [8.350, -1.613, -0.405], [6.923, -1.254, -0.119], [6.897, -0.006, 0.759], [7.296, -0.110, 1.688], [7.520, 0.611, 0.256], [5.545, 0.574, 0.862], [4.608, -0.393, 1.572], [5.259, -0.927, 2.704], [4.425, -1.995, 3.271], [10.805, 0.453, -1.146], [10.802, -1.278, -1.604], [10.903, -0.733, 0.066], [8.755, -2.060, 0.545], [8.471, -2.292, -1.251], [6.415, -2.067, 0.426], [6.298, -0.969, -0.944], [5.280, 0.790, -0.189], [5.719, 1.394, 1.516], [4.295, -1.251, 0.936], [3.644, 0.130, 1.789], [4.341, -2.739, 2.530], [3.390, -1.600, 3.483], [4.943, -2.346, 4.201], [5.715, 12.319, -0.440], [4.844, 11.185, -0.195], [5.071, 10.306, 0.824], [4.235, 9.201, 0.956], [3.164, 8.987, 0.045], [2.981, 9.937, -0.977], [3.830, 11.016, -1.067], [2.171, 7.853, 0.181], [2.041, 7.217, 1.394], [0.996, 6.332, 1.533], [0.046, 6.149, 0.575], [0.250, 6.658, -0.685], [1.273, 7.562, -0.863], [-1.086, 5.153, 0.750], [5.941, 12.881, 0.482], [5.293, 13.006, -1.173], [6.674, 11.994, -0.789], [5.910, 10.398, 1.536], [4.549, 8.476, 1.700], [2.179, 9.812, -1.701], [3.807, 11.810, -1.736], [2.710, 7.314, 2.241], [0.851, 5.697, 2.403], [-0.495, 6.373, -1.431], [1.451, 7.843, -1.896], [-1.402, 5.011, 1.752], [-0.720, 4.250, 0.305], [-1.929, 5.475, 0.132], [6.106, 2.483, 5.708], [4.681, 2.103, 5.856], [4.062, 1.298, 4.970], [2.800, 0.889, 5.140], [2.133, 1.270, 6.288], [2.768, 2.078, 7.201], [4.066, 2.543, 6.951], [0.678, 0.984, 6.467], [0.370, -0.210, 7.033], [-0.931, -0.671, 6.859], [-1.897, 0.156, 6.360], [-1.594, 1.384, 5.880], [-0.296, 1.858, 5.907], [-3.318, -0.215, 6.452], [6.195, 3.529, 5.943], [6.508, 2.133, 4.775], [6.601, 2.017, 6.533], [4.728, 1.077, 4.160], [2.297, 0.158, 4.567], [2.270, 2.315, 8.113], [4.613, 3.104, 7.667], [1.135, -0.920, 7.444], [-1.099, -1.730, 6.996], [-2.432, 1.850, 5.325], [-0.147, 2.803, 5.427], [-3.449, -1.239, 6.153], [-4.013, 0.335, 5.816], [-3.664, -0.039, 7.499], [1.649, 0.517, -5.032], [0.352, 0.816, -5.765], [0.059, 0.126, -6.860], [-1.047, 0.350, -7.656], [-1.936, 1.333, -7.173], [-1.704, 1.918, -5.911], [-0.556, 1.641, -5.248], [-3.171, 1.511, -7.971], [-4.206, 0.577, -7.994], [-5.255, 0.758, -8.838], [-5.292, 1.828, -9.685], [-4.348, 2.761, -9.692], [-3.260, 2.578, -8.850], [-6.547, 1.902, -10.593], [2.232, -0.178, -5.600], [1.370, -0.048, -4.116], [2.280, 1.402, -4.872], [0.913, -0.495, -7.158], [-1.128, -0.158, -8.608], [-2.371, 2.579, -5.475], [-0.302, 2.074, -4.301], [-4.149, -0.205, -7.265], [-6.076, 0.068, -8.947], [-4.522, 3.634, -10.246], [-2.512, 3.288, -8.853], [-6.590, 1.038, -11.281], [-6.547, 2.779, -11.215], [-7.366, 1.931, -9.908], [-1.080, -2.057, -4.525], [0.142, -2.618, -4.957], [-0.888, -0.876, -3.743], [-1.701, -1.623, -5.709], [-1.844, -2.974, -3.883], [-3.078, 2.294, 2.398], [-4.288, 2.083, 2.983], [-3.096, 3.209, 1.388], [-2.130, 2.754, 3.389], [-2.550, 1.064, 1.836], [-2.714, -1.846, 3.432], [-2.983, -2.210, 2.140], [-2.874, -2.856, 4.305], [-1.474, -1.204, 3.659], [-3.705, -0.847, 3.791], [3.475, 3.921, 1.989], [2.792, 4.420, 3.116], [4.318, 4.935, 1.644], [4.208, 2.768, 2.259], [2.528, 3.655, 1.006], [0.989, 4.598, -4.047], [0.178, 4.557, -5.134], [1.663, 3.376, -3.831], [1.913, 5.612, -4.119], [0.124, 4.916, -2.981], [1.946, -2.508, 5.514], [2.670, -3.597, 5.048], [2.826, -1.605, 6.057], [1.247, -2.022, 4.378], [1.011, -2.894, 6.403], [2.032, -3.074, -2.008], [2.516, -3.183, -0.737], [2.321, -4.164, -2.819], [0.582, -2.958, -2.043], [2.484, -1.929, -2.557]]}